1.
Formula: C6H14O3Yb
Source: OMol25
Level of theory: ωB97M-V/def2-TZVPD

Cartesian coordinates (Å):
H 5.37031 0.00271 0.84327
C 4.48679 0.08912 0.18409
H 4.85231 -0.03299 -0.85512
O 3.82886 1.30464 0.35209
C 3.57231 -1.09113 0.50884
H 3.98509 -2.05020 0.16591
H 3.36296 -1.14350 1.58954
O 2.33222 -0.82842 -0.16956
C 1.23440 -1.66624 0.12209
H 1.15353 -1.81362 1.21099
O 0.05043 0.41075 -0.27015
C -0.00234 -0.93778 -0.39221
H -0.10742 -1.07783 -1.50447
C -4.02508 1.96128 -0.18266
H -2.99485 1.53455 -0.13951
H -4.09106 2.55682 -1.10600
H -0.95467 -1.34445 -0.00662
H -4.12647 2.65555 0.66608
Yb 1.97138 1.43628 -0.12862
H 1.34152 -2.64669 -0.36068
C -5.09833 0.88273 -0.14028
H -5.00345 0.19516 -0.99268
H -5.02872 0.28923 0.78211
H -6.10970 1.31403 -0.17643

Forces on atoms 1 to 6 (eV/Å):
-0.317 0.185 -0.281
1.570 -1.662 -0.076
-0.121 0.295 0.382
-0.696 0.190 -0.124
0.971 -0.269 0.693
-0.052 0.308 0.093

Results
Expectation value of S² ... 2.01
HOMO-LUMO gap (alpha / beta) ... 0.2403 / 0.1364 Ha
Electronic energy ... -44100.943 eV
Net charge ... +2
Energy above the lowest of the compared OMol25 structures with the same formula, charge and spin ... 67.8 kJ/mol
2S+1 ... 3


2.
Formula: C6H14O4S3
Source: OMol25
Level of theory: ωB97M-V/def2-TZVPD

Cartesian coordinates (Å):
O 0.28459 -1.16740 -2.98692
O 0.42069 -2.65868 2.47716
O -1.18049 1.90328 -0.29827
O 0.84945 2.14809 1.09668
S -0.61370 -0.01762 -2.96323
S -0.75334 -2.00124 3.13603
C -0.87322 0.32653 -4.72314
C -0.23157 -2.04195 4.89946
C 0.60552 1.39373 -2.58683
C -0.50871 -0.18589 2.58455
C 1.31008 1.20766 -1.27821
C -0.13777 -0.18511 1.08359
S 0.10917 1.33437 0.15050
H -0.01995 -0.04665 -5.31572
H -1.81247 -0.19525 -5.02803
H -1.12060 1.41556 -4.72161
H 0.24884 -3.11115 5.06731
H 0.52919 -1.29400 5.05670
H -0.99671 -1.94586 5.60314
H 1.36178 1.35957 -3.40895
H 0.00231 2.34475 -2.67180
H 0.20957 0.36820 3.18172
H -1.45878 0.18450 2.67374
H 1.96938 2.00222 -1.46390
H 1.87075 0.25833 -1.14684
H 0.84771 -0.67247 1.01817
H -0.91173 -0.72352 0.56472

Forces on atoms 1 to 6 (eV/Å):
0.857 -1.903 0.574
-0.509 -0.311 -0.045
1.840 -1.567 0.012
0.197 0.011 0.015
0.639 1.500 -0.501
1.746 0.257 -0.538

Results
HOMO-LUMO gap ... 0.3532 Ha
Electronic energy ... -47140.667 eV
Energy above the lowest of the compared OMol25 structures with the same formula, charge and spin ... 134.4 kJ/mol


3.
Formula: C6H14O6
Source: OMol25
Level of theory: ωB97M-V/def2-TZVPD

Cartesian coordinates (Å):
O -2.58775 -1.30219 -0.96020
C -2.77407 0.06027 -0.69103
C -2.17418 0.43572 0.68419
O -2.33732 -0.62788 1.57812
C -0.68148 0.85516 0.62333
O -0.48905 1.94779 -0.25882
C 0.27876 -0.28477 0.21492
O 0.07011 -0.73427 -1.10072
C 1.74262 0.18060 0.34751
O 2.06201 1.03819 -0.73106
C 2.71224 -1.00575 0.26765
O 4.04341 -0.58271 0.36409
H -1.64514 -1.42941 -1.16582
H -2.34403 0.69545 -1.47354
H -3.85542 0.21574 -0.65976
H -2.72464 1.30311 1.08213
H -2.51810 -1.41260 1.02888
H -0.40060 1.14329 1.64904
H -1.11278 2.64539 -0.03191
H 0.09004 -1.12898 0.88505
H 0.55975 -0.12784 -1.67989
H 1.88848 0.69925 1.30569
H 1.41831 1.76220 -0.72868
H 2.53605 -1.68806 1.10094
H 2.53867 -1.53917 -0.67776
H 4.16175 0.13134 -0.27525

Forces on atoms 1 to 6 (eV/Å):
0.145 -0.566 -0.062
-0.094 0.497 0.270
0.204 0.270 -0.546
-0.057 -0.274 0.201
-0.227 -0.842 0.458
0.035 0.177 -0.182

Results
HOMO-LUMO gap ... 0.3793 Ha
Electronic energy ... -18733.563 eV
SMILES ... OC[C@@H](O)[C@H](O)[C@@H](O)[C@H](O)CO
Energy above the lowest of the compared OMol25 structures with the same formula, charge and spin ... 0.0 kJ/mol


4.
Formula: C6H14Si
Source: OMol25
Level of theory: ωB97M-V/def2-TZVPD

Cartesian coordinates (Å):
C -3.11342 -0.31689 0.43513
C -1.76420 0.36396 0.11202
C -0.72842 -0.63945 -0.17849
C -0.01772 -0.52781 -1.53964
Si 1.27476 -0.13144 -0.14533
C 1.73551 1.69167 0.34044
C 2.80586 -0.99715 0.30711
H -3.59336 -0.67861 -0.39253
H -3.83631 0.37462 0.71360
H -3.01901 -1.00403 1.29587
H -1.52103 1.07063 0.99742
H -1.87715 0.95339 -0.82856
H -1.04946 -1.61338 0.20327
H 0.07919 -1.48489 -2.06244
H -0.16500 0.41858 -2.17509
H 0.71429 2.08122 0.69462
H 2.53687 1.63703 1.17389
H 2.12232 2.38125 -0.38496
H 3.73995 -0.67333 -0.23929
H 2.96044 -0.80453 1.37112
H 2.71585 -2.10085 0.30184

Forces on atoms 1 to 6 (eV/Å):
2.010 0.607 1.879
-1.223 1.788 0.925
2.904 0.072 0.560
1.487 0.819 0.016
-2.442 1.044 -0.989
-1.303 -0.774 1.511

Results
HOMO-LUMO gap ... 0.3114 Ha
Electronic energy ... -14324.564 eV
SMILES ... CC[C@H]1C[Si]1(C)C
Energy above the lowest of the compared OMol25 structures with the same formula, charge and spin ... 193.7 kJ/mol